No. 1
26
Properties=species:S:1:pos:R:3:forces:R:3 method="wB97M-V/def2-TZVPD" spin_multiplicity=1 energy_ev=-183125.4589 mol_weight_g_mol=505.333 orbital_gap_ev=6.04 largest_force_ev_per_a=0.4
Pd 0.3226 0.4017 0.2936 -0.2 -0.1 -0.3
Br -3.6657 4.1382 -3.9258 -0.1 0.2 -0.1
C -2.7318 2.9531 -2.8102 0.1 -0.1 0.0
C -3.1960 2.6837 -1.5383 0.0 -0.1 0.1
C -2.4553 1.8037 -0.7682 0.1 -0.1 0.1
N -1.3312 1.2175 -1.1816 -0.1 0.2 0.0
C -0.9067 1.4816 -2.4175 0.3 -0.2 -0.1
C -1.5793 2.3494 -3.2709 -0.1 0.0 0.1
C 0.3520 0.7775 -2.8516 -0.4 0.2 0.1
C 0.8867 0.9717 -4.1205 0.1 0.0 0.0
C 2.0378 0.2869 -4.4539 -0.1 0.0 0.1
Br 2.7981 0.5262 -6.1526 0.1 0.0 -0.2
C 2.6234 -0.5710 -3.5446 0.0 -0.1 0.1
C 2.0120 -0.6963 -2.3090 -0.1 0.0 0.1
N 0.9083 -0.0367 -1.9549 0.2 0.0 -0.1
H -4.0998 3.1338 -1.1543 0.0 0.0 0.0
H -2.7717 1.5525 0.2361 0.0 0.0 0.0
H -1.2282 2.5640 -4.2678 0.0 0.0 0.0
H 0.4358 1.6365 -4.8401 0.0 0.0 0.0
H 3.5189 -1.1271 -3.7808 0.0 0.0 0.0
H 2.4244 -1.3561 -1.5564 0.0 0.0 0.0
Cl 1.6965 1.7592 2.0580 0.2 0.2 0.2
C 1.4528 0.5499 3.3252 0.0 0.0 0.0
Cl 0.4842 -0.7641 2.6430 0.0 -0.1 0.2
H 0.9128 0.9957 4.1515 0.0 0.0 0.0
H 2.4118 0.1568 3.6396 0.0 0.0 0.0

=====

No. 2
23
Properties=species:S:1:pos:R:3:forces:R:3 method="wB97M-V/def2-TZVPD" spin_multiplicity=1 energy_ev=-27747.6031 mol_weight_g_mol=223.162 smiles="Fc1cc(F)c2c(c1)P[C@@H]1C=CC=N[C@H]21" orbital_gap_ev=9.08 largest_force_ev_per_a=4.1
F -1.4025 -3.5012 -3.1065 0.5 1.3 0.8
C -0.8320 -2.5503 -2.3016 0.3 0.1 3.0
C 0.4757 -2.7456 -1.8190 -0.7 -1.7 -3.7
C 1.1317 -1.8273 -1.0497 2.1 -1.8 0.8
F 2.4060 -2.2086 -0.6376 -1.0 0.9 -0.6
C 0.5005 -0.7736 -0.5282 -0.7 3.6 2.0
C -0.9063 -0.7286 -0.6991 0.5 0.9 0.5
C -1.5766 -1.6073 -1.5192 -1.1 -0.8 -1.2
P -1.6956 0.4747 0.5414 -0.8 -1.5 -0.5
C -0.1254 0.4892 1.4890 0.5 -0.9 1.3
C -0.1062 1.7192 2.3507 -0.3 -2.9 0.2
C 0.2410 2.8097 1.7552 0.4 1.4 2.2
C 0.6679 2.7843 0.4350 0.2 -0.3 -2.9
N 0.8748 1.7182 -0.2293 2.0 0.7 -1.7
C 0.9913 0.4642 0.4261 -2.8 -1.5 0.3
H 0.9948 -3.5987 -2.3091 -0.1 0.7 0.8
H -2.6825 -1.6201 -1.4934 0.7 0.1 -0.4
H -1.4396 1.7207 -0.0583 -0.2 -0.2 -0.3
H 0.0138 -0.3758 2.1429 -0.5 -0.2 -0.2
H -0.3508 1.7068 3.4091 -0.3 -0.2 -0.3
H 0.1972 3.5994 2.4356 0.3 2.1 0.1
H 0.7000 3.6668 -0.1764 0.0 0.6 0.0
H 1.9230 0.3843 0.9425 1.1 -0.4 -0.2

=====

No. 3
41
Properties=species:S:1:pos:R:3:forces:R:3 method="wB97M-V/def2-TZVPD" charge=+1 spin_multiplicity=1 de_lowest_kcal_mol=31.00 energy_ev=-103753.0252 mol_weight_g_mol=756.346 orbital_gap_ev=6.38 largest_force_ev_per_a=1.1
W -0.1563 -0.1000 -1.6570 -0.8 -0.2 -0.6
O -3.9023 -1.4032 -2.2292 0.0 0.0 0.1
C -2.9383 -1.3049 -1.5527 0.0 0.0 0.1
O -1.6826 -1.1715 -2.1023 0.4 0.3 0.0
C -2.8767 -1.3231 -0.0345 0.0 0.0 0.0
C -1.6033 -2.0367 0.4441 0.0 0.0 0.0
C -1.6355 -2.3040 1.9388 0.0 0.0 0.0
C -1.4405 -0.8878 2.5329 0.0 0.0 0.0
C -1.3310 -0.0216 1.2893 0.0 -0.1 0.0
O -0.6227 -0.9324 0.3512 0.1 0.0 0.1
C -2.6862 0.1142 0.5805 -0.1 0.1 0.1
C -2.6641 1.1992 -0.4751 0.3 0.0 -0.1
O -3.4864 1.9752 -0.7857 -0.1 0.0 0.1
O -1.4202 1.1759 -1.1633 0.2 -0.2 0.1
H -3.7884 -1.7868 0.3335 0.0 0.0 0.0
H -1.2628 -2.8510 -0.1893 0.0 0.0 0.0
H -2.5736 -2.7717 2.2315 0.0 0.0 0.0
H -0.8230 -2.9685 2.2227 0.0 0.0 0.0
H -2.2641 -0.5643 3.1663 0.0 0.0 0.0
H -0.5225 -0.8220 3.1123 0.0 0.0 0.0
H -0.7614 0.8954 1.3895 0.0 0.0 0.0
H -3.4919 0.3576 1.2699 0.0 0.0 0.0
S 1.4497 -2.4028 -4.8305 0.0 0.1 0.1
C 1.0881 -1.5026 -3.5644 0.1 -0.3 0.2
S 0.5332 0.2232 -3.7750 0.0 0.2 0.1
S 1.1787 -2.0187 -1.8656 0.0 0.2 0.1
F 2.5237 2.6008 -2.2499 0.0 -0.1 0.0
C 2.0351 3.3485 -1.2797 0.1 0.1 0.0
F 2.9568 4.1465 -0.7929 0.0 0.0 0.0
F 1.0141 4.0476 -1.7379 -0.1 0.0 0.0
S 1.3957 2.2795 0.1338 0.1 -0.1 0.0
O 1.1370 0.9490 -0.6641 -0.2 -0.1 -0.3
O 0.1700 2.8504 0.5708 0.0 0.0 0.0
N 2.4227 2.0272 1.2012 0.0 0.1 0.0
S 3.8606 1.2820 0.9571 -0.2 0.0 0.4
O 4.7276 1.7143 1.9859 0.1 -0.1 0.0
O 4.2150 1.2919 -0.4218 0.0 0.0 -0.2
C 3.3963 -0.5001 1.3511 0.0 0.0 0.0
F 3.5010 -1.2350 0.2477 0.0 0.0 0.0
F 4.1978 -0.9780 2.2766 0.1 0.0 0.0
F 2.1305 -0.5916 1.7843 -0.1 0.0 0.0